Computed, not measured: 2 unconnected molecules or ions with the total composition CH2FNO2, with the ωB97M-V functional and the def2-TZVPD basis.

Each line ends with the natural charge from an NBO analysis.
Cartesian coordinates (Å):
F 0.012670 1.013885 -2.030352  -0.307
O -1.963202 -0.729095 0.545606  -0.434
O 1.118995 0.444273 0.110566  -0.416
N 0.049333 -0.217107 -0.277918  0.073
C -0.836725 -0.423228 0.693959  0.449
H 1.738776 0.502195 -0.712330  0.529
H -0.119846 -0.590923 1.670469  0.106

Atoms 1-3, force components in eV/Å:
-0.247 -0.615 0.722
-1.564 0.069 -0.034
1.082 -0.133 -1.038

## Properties
* orbital gap (spin up / spin down): 7.98 / 8.55 eV
* E_LUMO (spin up / spin down): -3.0 / -2.5 eV
* calculated total energy: -344.18250 Eh
* relative energy (zero: lowest compared OMol25 entry of this formula, charge and spin): 435.7 kJ/mol


Computed, not measured: 2 unconnected molecules or ions with the total composition CH2FNO2, with the ωB97M-V functional and the def2-TZVPD basis.

Each line ends with the natural charge from an NBO analysis.
Cartesian coordinates (Å):
F -1.206735 1.395682 0.045199  -0.312
O 1.872910 0.842736 -0.118181  -0.307
O 1.644998 -1.324733 0.123088  -0.323
N 1.320879 -0.195298 -0.006297  0.505
C -1.074414 0.078292 0.000543  0.118
H -1.287881 -0.437503 0.919584  0.160
H -1.269755 -0.359178 -0.963938  0.159

Atoms 1-3, force components in eV/Å:
-0.002 -0.159 0.026
0.863 0.117 -0.016
0.935 -0.427 0.026

## Properties
* orbital gap (spin up / spin down): 9.60 / 8.25 eV
* E_LUMO (spin up / spin down): 0.0 / -0.8 eV
* calculated total energy: -344.21378 Eh
* relative energy (zero: lowest compared OMol25 entry of this formula, charge and spin): 353.6 kJ/mol


Computed, not measured: 2 unconnected molecules or ions with the total composition CH2FNO3S, with the ωB97M-V functional and the def2-TZVPD basis.

Each line ends with the Mulliken spin population.
Cartesian coordinates (Å):
S -1.532979 0.268834 0.034192  1.232
F -0.934272 -1.000910 0.774593  0.185
O -2.197254 0.917376 1.113772  0.468
O 1.201855 0.742335 -0.336162  0.030
O -2.624936 -0.473860 -0.802431  0.083
N 3.258987 -0.341141 -0.091745  0.008
C 2.272367 0.314278 -0.182292  -0.015
H 4.127309 0.081732 0.189836  0.000
H -3.571081 -0.508641 -0.699764  0.011

Atoms 1-3, force components in eV/Å:
-1.189 3.386 -5.571
1.211 -3.744 2.587
-0.881 1.661 4.191

## Properties
* orbital gap (spin up / spin down): 5.49 / 7.78 eV
* ⟨S²⟩: 2.0082
* E_LUMO (spin up / spin down): 0.6 / -3.6 eV
* calculated total energy: -817.60286 Eh
* spin multiplicity: 3
* relative energy (zero: lowest compared OMol25 entry of this formula, charge and spin): 109.8 kJ/mol


Computed, not measured: 2 unconnected molecules or ions with the total composition CH2FNOS, with the ωB97M-V functional and the def2-TZVPD basis.

Each line ends with the natural charge from an NBO analysis.
Cartesian coordinates (Å):
S -0.437710 -0.508948 2.400627  1.104
F 2.462152 0.138356 -0.231531  -0.237
O -1.576833 0.195107 3.042424  -0.884
N 1.499494 -0.816587 -0.306586  -0.071
C -0.200132 0.234868 0.962424  -0.418
H 1.240525 -0.661121 -1.329784  0.307
H -0.818525 1.034682 0.615309  0.199

Atoms 1-3, force components in eV/Å:
-0.330 1.406 -1.626
0.661 0.372 0.329
0.416 -0.535 0.271

## Properties
* orbital gap (spin up / spin down): 8.41 / 9.06 eV
* E_LUMO (spin up / spin down): -1.4 / -1.0 eV
* calculated total energy: -667.09105 Eh
* relative energy (zero: lowest compared OMol25 entry of this formula, charge and spin): 680.5 kJ/mol


Computed, not measured: 2 unconnected molecules or ions with the total composition CH2FNS, with the ωB97M-V functional and the def2-TZVPD basis.

Each line ends with the natural charge from an NBO analysis.
Cartesian coordinates (Å):
S 1.463885 0.857636 -0.827853  0.039
F 0.738766 -0.315374 1.961649  -0.569
N -1.242155 0.169628 -0.858171  -0.667
C -0.063389 0.486540 -0.778085  0.204
H 0.835059 -0.524186 1.030506  0.556
H -1.732167 -0.674245 -0.528046  0.437

Atoms 1-3, force components in eV/Å:
-0.267 0.210 -0.016
0.015 -0.567 -1.280
1.818 0.184 0.530

## Properties
* orbital gap: 10.24 eV
* E_LUMO: 0.1 eV
* SMILES string: N=C=S.F
* calculated total energy: -592.09474 Eh
* relative energy (zero: lowest compared OMol25 entry of this formula, charge and spin): 30.1 kJ/mol


Computed, not measured: a single CH2FOPS molecule, with the ωB97M-V functional and the def2-TZVPD basis.

Each line ends with the natural charge from an NBO analysis.
Cartesian coordinates (Å):
S -0.095656 0.883996 1.292726  1.205
P 0.458311 -0.958244 0.135898  0.580
F 1.553533 1.559931 0.352594  -0.605
O 0.129603 0.593694 2.683619  -0.813
C -0.587465 -0.756924 -1.150851  -0.792
H -0.367013 -1.389523 -1.906227  0.214
H -1.091313 0.067070 -1.407759  0.210

Atoms 1-3, force components in eV/Å:
2.184 0.530 -2.379
-0.845 0.559 -0.136
-2.394 -1.040 1.590

## Properties
* orbital gap: 8.79 eV
* E_LUMO: -1.3 eV
* SMILES string: C=P#S(=O)F
* calculated total energy: -953.84156 Eh
* relative energy (zero: lowest compared OMol25 entry of this formula, charge and spin): 304.8 kJ/mol


Computed, not measured: 2 unconnected molecules or ions with the total composition CH2FOPS, with the ωB97M-V functional and the def2-TZVPD basis.

Each line ends with the Mulliken spin population.
Cartesian coordinates (Å):
S 1.822918 -0.987775 0.023437  0.670
P -1.543857 -0.690783 -0.893935  1.017
F 1.488524 -2.015658 1.393177  0.018
O 1.448902 0.370137 0.386058  0.320
C -1.223992 0.801866 -0.392026  -0.082
H -1.957220 1.459966 -0.137531  0.025
H -0.035274 1.062248 -0.379180  0.032

Atoms 1-3, force components in eV/Å:
-0.270 -1.321 2.250
-0.577 -1.436 -0.478
0.494 1.615 -2.094

## Properties
* orbital gap (spin up / spin down): 7.67 / 7.80 eV
* ⟨S²⟩: 2.0129
* E_LUMO (spin up / spin down): -0.2 / -2.2 eV
* calculated total energy: -953.79904 Eh
* spin multiplicity: 3
* relative energy (zero: lowest compared OMol25 entry of this formula, charge and spin): 214.5 kJ/mol


Computed, not measured: a gas-phase ion, CH2FOS2 (charge -1), with the ωB97M-V functional and the def2-TZVPD basis.

Each line ends with the natural charge from an NBO analysis.
Cartesian coordinates (Å):
S 1.660016 1.749742 0.369076  -0.821
S 1.017071 -0.436940 0.439759  0.996
F -1.694065 -0.712756 0.642236  -0.385
O 1.503155 -1.228347 -0.731554  -1.008
C -0.750253 -0.006768 0.000783  -0.171
H -0.974733 -0.406071 -1.073950  0.180
H -0.761190 1.041141 0.353651  0.210

Atoms 1-3, force components in eV/Å:
-0.557 -2.293 0.069
0.180 2.080 -0.484
-1.352 -1.311 2.043

## Properties
* orbital gap: 7.37 eV
* E_LUMO: 3.9 eV
* calculated total energy: -1010.78835 Eh
* relative energy (zero: lowest compared OMol25 entry of this formula, charge and spin): 45.0 kJ/mol
* charge: -1


Computed, not measured: 2 unconnected molecules or ions with the total composition CH2FPS, with the ωB97M-V functional and the def2-TZVPD basis.

Each line ends with the natural charge from an NBO analysis.
Cartesian coordinates (Å):
S 1.483857 0.361304 -0.732880  -0.054
P -0.053283 -0.631921 0.565036  0.489
F -2.258379 0.208233 -1.230690  -0.543
C 1.522553 -0.031463 0.936469  -0.679
H -3.065916 -0.038142 -1.092433  0.549
H 2.371170 0.131987 1.554498  0.238

Atoms 1-3, force components in eV/Å:
-0.030 0.266 -0.868
2.675 0.917 1.073
4.837 1.523 -0.926

## Properties
* orbital gap: 7.14 eV
* E_LUMO: -0.2 eV
* calculated total energy: -878.61920 Eh
* relative energy (zero: lowest compared OMol25 entry of this formula, charge and spin): 221.3 kJ/mol


Computed, not measured: a molecular structure, CH2I2, with the ωB97M-V functional and the def2-TZVPD basis.

Each line ends with the Mulliken spin population.
Cartesian coordinates (Å):
I -1.356345 -1.481941 0.349945  0.159
I -0.295062 1.807353 0.762034  0.201
C 0.148056 -0.071127 0.127356  0.722
H 0.535960 0.335755 -1.777837  0.927
H 0.967391 -0.590040 0.538502  -0.009

Atoms 1-3, force components in eV/Å:
-0.295 -0.087 -0.387
0.297 0.333 -0.204
-1.819 -0.797 1.795

## Properties
* orbital gap (spin up / spin down): 7.77 / 7.17 eV
* ⟨S²⟩: 2.0079
* E_LUMO (spin up / spin down): 0.1 / -2.4 eV
* calculated total energy: -634.47965 Eh
* spin multiplicity: 3
* relative energy (zero: lowest compared OMol25 entry of this formula, charge and spin): 211.2 kJ/mol